Entry from OMol25: a structure of composition C18H12BCl2IrN4OS3 (wB97M-V/def2-TZVPD).

The geometry in ORCA input format:
```
! wB97M-V def2-TZVPD RIJCOSX def2/J DEFGRID3
* xyz 0 5
Ir 1.074 1.342 0.015
Cl 2.927 6.115 -0.198
C 3.627 4.567 -0.131
C 5.001 4.605 -0.150
C 5.801 3.445 -0.035
Cl 7.508 3.648 -0.160
C 5.218 2.217 -0.014
C 5.855 0.977 0.024
C 5.119 -0.203 0.134
C 3.724 -0.212 0.132
N 3.042 0.943 0.129
C 3.786 2.121 -0.028
C 3.008 3.321 0.023
O 1.697 3.179 0.219
H 5.564 5.565 -0.146
H 6.914 0.928 0.250
H 5.616 -1.112 0.233
H 3.129 -1.142 0.195
S -6.663 1.096 -0.126
C -5.082 0.958 -0.241
S -4.147 2.385 -0.342
C -2.649 1.471 -0.436
N -2.918 0.175 -0.567
N -4.153 -0.101 -0.141
C -4.414 -1.439 0.120
C -5.753 -1.827 0.322
C -6.084 -3.172 0.302
C -5.033 -4.081 0.301
C -3.703 -3.710 0.062
C -3.387 -2.394 -0.032
S -1.226 2.334 -0.526
H -6.518 -1.043 0.264
H -7.081 -3.599 0.334
H -5.339 -5.119 0.253
H -2.950 -4.469 -0.152
H -2.383 -2.082 -0.284
B 0.167 -3.019 0.019
C 0.357 -1.546 0.193
N 0.480 -0.361 0.169
H 1.109 -3.773 0.364
H -0.938 -3.469 0.593
H -0.299 -3.519 -0.942
*
```

Summary:
- calculated total energy (eV) = -87927.9537

What are the Löwdin partial charges on each atom? They are as follows, in elementary charge units: number 1, Ir, carries 1.084; number 2, Cl, carries 0.762; number 3, C, carries -0.602; number 4, C, carries -0.138; number 5, C, carries -0.580; number 6, Cl, carries 0.759; number 7, C, carries -0.214; number 8, C, carries -0.050; number 9, C, carries -0.055; number 10, C, carries -0.119; number 11, N, carries -0.111; number 12, C, carries -0.118; number 13, C, carries -0.311; number 14, O, carries -0.292; number 15, H, carries 0.114; number 16, H, carries 0.096; number 17, H, carries 0.085; number 18, H, carries 0.113; number 19, S, carries 0.781; number 20, C, carries -1.080; number 21, S, carries 0.987; number 22, C, carries -1.053; number 23, N, carries 0.063; number 24, N, carries -0.104; number 25, C, carries -0.173; number 26, C, carries -0.035; number 27, C, carries -0.064; number 28, C, carries -0.066; number 29, C, carries -0.064; number 30, C, carries -0.012; number 31, S, carries 0.673; number 32, H, carries -0.002; number 33, H, carries 0.110; number 34, H, carries 0.104; number 35, H, carries 0.114; number 36, H, carries 0.075; number 37, B, carries -0.427; number 38, C, carries -0.140; number 39, N, carries -0.184; number 40, H, carries 0.026; number 41, H, carries 0.042; number 42, H, carries 0.006

Entry from OMol25: a structure of composition C18H12Br2F6IrN2O6S3 (wB97M-V/def2-TZVPD).

The geometry in ORCA input format:
```
! wB97M-V def2-TZVPD RIJCOSX def2/J DEFGRID3
* xyz 2 6
Ir -0.611 -0.493 0.051
F 0.527 4.367 1.682
C 0.455 4.252 0.348
F 1.653 4.041 -0.164
F -0.068 5.378 -0.113
S -0.624 2.858 -0.106
O 0.186 1.595 0.289
O -1.841 2.987 0.652
N -0.690 2.952 -1.649
S -1.050 1.632 -2.408
O 0.019 0.979 -3.002
O -1.798 0.732 -1.451
C -2.246 2.296 -3.698
F -2.732 1.221 -4.343
F -3.161 3.026 -3.144
F -1.597 3.089 -4.500
Br 4.445 -0.756 -1.094
C 3.057 -1.615 -1.941
C 3.098 -2.164 -3.214
C 2.137 -2.895 -3.844
Br 2.476 -3.896 -5.305
C 0.847 -2.863 -3.295
C -0.287 -3.529 -3.851
C -1.484 -3.509 -3.187
C -1.606 -2.691 -2.047
N -0.572 -2.156 -1.467
C 0.676 -2.279 -2.050
C 1.749 -1.636 -1.319
O 1.491 -0.972 -0.272
H 4.114 -2.135 -3.690
H -0.179 -4.033 -4.780
H -2.346 -3.939 -3.613
H -2.590 -2.525 -1.628
C -2.388 1.160 2.817
S -1.884 -0.525 3.189
O -1.622 -0.923 1.693
C -0.283 -0.267 3.929
C -0.223 -0.767 5.252
C 0.918 -0.565 5.937
C 2.068 -0.020 5.318
C 2.004 0.437 4.063
C 0.832 0.249 3.262
H -1.562 1.543 2.199
H -2.406 1.687 3.807
H -3.341 1.066 2.257
H -1.128 -1.243 5.660
H 0.974 -1.033 6.953
H 2.988 0.138 5.926
H 2.808 0.966 3.598
H 0.797 0.781 2.290
*
```

Summary:
- relative energy (zero: lowest compared OMol25 entry of this formula, charge and spin) (kcal/mol) = 0.00

What are the Löwdin partial charges on each atom? They are as follows, in elementary charge units: number 1, Ir, carries 1.685; number 2, F, carries 0.164; number 3, C, carries -0.679; number 4, F, carries 0.182; number 5, F, carries 0.188; number 6, S, carries 0.723; number 7, O, carries -0.472; number 8, O, carries -0.252; number 9, N, carries -0.267; number 10, S, carries 0.654; number 11, O, carries -0.218; number 12, O, carries -0.449; number 13, C, carries -0.689; number 14, F, carries 0.158; number 15, F, carries 0.214; number 16, F, carries 0.209; number 17, Br, carries 0.975; number 18, C, carries -0.580; number 19, C, carries -0.122; number 20, C, carries -0.646; number 21, Br, carries 1.056; number 22, C, carries -0.167; number 23, C, carries 0.045; number 24, C, carries 0.032; number 25, C, carries -0.067; number 26, N, carries -0.005; number 27, C, carries -0.124; number 28, C, carries -0.338; number 29, O, carries -0.115; number 30, H, carries 0.140; number 31, H, carries 0.092; number 32, H, carries 0.120; number 33, H, carries 0.140; number 34, C, carries -0.193; number 35, S, carries 1.122; number 36, O, carries -0.680; number 37, C, carries -0.394; number 38, C, carries -0.094; number 39, C, carries -0.048; number 40, C, carries -0.042; number 41, C, carries -0.053; number 42, C, carries -0.035; number 43, H, carries 0.015; number 44, H, carries 0.109; number 45, H, carries 0.093; number 46, H, carries 0.125; number 47, H, carries 0.145; number 48, H, carries 0.143; number 49, H, carries 0.116; number 50, H, carries 0.086

Entry from OMol25: a structure of composition C18H12Cl5HfN4OS (wB97M-V/def2-TZVPD).

The geometry in ORCA input format:
```
! wB97M-V def2-TZVPD RIJCOSX def2/J DEFGRID3
* xyz 3 1
Hf -0.929 0.316 -0.511
N 2.601 2.585 -0.707
C 3.355 1.402 -0.719
C 4.729 1.221 -0.748
C 5.155 -0.092 -0.758
C 4.239 -1.158 -0.737
C 2.873 -0.956 -0.707
C 2.435 0.363 -0.701
N 1.127 0.930 -0.672
C 1.319 2.271 -0.679
C 0.187 3.190 -0.723
C 0.146 4.544 -0.763
S -1.468 5.073 -0.936
C -2.013 3.490 -0.905
N -1.058 2.578 -0.799
H 2.975 3.524 -0.740
H 5.422 2.051 -0.766
H 6.215 -0.304 -0.784
H 4.620 -2.170 -0.751
H 2.199 -1.801 -0.705
H 0.959 5.254 -0.726
H -3.064 3.252 -0.992
Cl -3.563 0.529 -0.506
C -3.259 -1.242 -0.787
C -1.926 -1.551 -0.974
C -1.641 -2.894 -1.202
Cl 0.021 -3.345 -1.371
C -2.649 -3.851 -1.274
Cl -2.280 -5.480 -1.566
C -3.996 -3.455 -1.093
Cl -5.233 -4.597 -1.180
C -4.329 -2.111 -0.826
Cl -5.925 -1.589 -0.584
C -0.805 0.149 3.855
C -0.824 -0.590 2.569
N -0.790 -1.885 2.512
O -0.870 0.114 1.473
H -0.859 -0.515 4.714
H -1.643 0.846 3.870
H 0.120 0.728 3.893
H -0.755 -2.424 3.369
H -0.817 -2.399 1.640
*
```

Summary:
- relative energy (zero: lowest compared OMol25 entry of this formula, charge and spin) (kcal/mol) = 0.00

What are the Löwdin partial charges on each atom? They are as follows, in elementary charge units: number 1, Hf, carries 1.782; number 2, N, carries 0.240; number 3, C, carries -0.150; number 4, C, carries 0.036; number 5, C, carries -0.013; number 6, C, carries -0.022; number 7, C, carries -0.010; number 8, C, carries -0.185; number 9, N, carries -0.013; number 10, C, carries -0.243; number 11, C, carries -0.294; number 12, C, carries -0.246; number 13, S, carries 1.236; number 14, C, carries -0.411; number 15, N, carries -0.136; number 16, H, carries 0.199; number 17, H, carries 0.136; number 18, H, carries 0.133; number 19, H, carries 0.129; number 20, H, carries 0.059; number 21, H, carries 0.111; number 22, H, carries 0.082; number 23, Cl, carries 0.733; number 24, C, carries -0.621; number 25, C, carries -0.395; number 26, C, carries -0.712; number 27, Cl, carries 0.750; number 28, C, carries -0.691; number 29, Cl, carries 0.807; number 30, C, carries -0.664; number 31, Cl, carries 0.842; number 32, C, carries -0.705; number 33, Cl, carries 0.806; number 34, C, carries 0.062; number 35, C, carries -0.413; number 36, N, carries 0.297; number 37, O, carries -0.175; number 38, H, carries 0.113; number 39, H, carries 0.121; number 40, H, carries 0.124; number 41, H, carries 0.169; number 42, H, carries 0.133

Number 1: strongest force on any atom 6.86 eV/Å. Number 2: strongest force on any atom 4.22 eV/Å. Number 3: strongest force on any atom 1.18 eV/Å.